Record 1
Here is a single C2H5NO2 molecule from the Open Molecules 2025 dataset. Energies are from wB97M-V/def2-TZVPD.

As for the structure (SMILES): CONC=O. The HOMO-LUMO gap is 10.94 eV. The highest occupied orbital energy is -10.044 eV. For the energy above the lowest of the compared OMol25 structures with the same formula, charge and spin, the calculation gives 312.9 kJ/mol. As for the LUMO energy: 0.89 eV.

```
10
C2H5NO2 wB97M-V/def2-TZVPD
C 1.1062 1.4025 0.5439
O 1.1015 -0.0336 0.2449
N -0.1480 -0.5824 0.6842
C -1.0752 -0.7872 -0.3674
O -1.1947 -0.1916 -1.3620
H 1.9805 1.8492 -0.1379
H 1.2411 1.4632 1.7084
H 0.0814 1.8290 0.2181
H 0.1212 -1.4477 1.1518
H -1.8288 -1.5074 0.1478
```

***

Record 2
Here is a gas-phase ion, C4H15N2OSi (charge +1) from the Open Molecules 2025 dataset. Energies are from wB97M-V/def2-TZVPD.

The net charge is +1. As for the structure (SMILES): C[C@@H]([NH2+]CCN)O[SiH3]. The HOMO-LUMO gap is 10.26 eV. The highest occupied orbital energy is -13.230 eV. For the energy above the lowest of the compared OMol25 structures with the same formula, charge and spin, the calculation gives 14.0 kJ/mol. As for the LUMO energy: -2.97 eV.

```
23
C4H15N2OSi wB97M-V/def2-TZVPD
C 1.8749 -1.5390 1.0641
C 1.1733 -0.3374 0.6964
N 0.4698 -0.6644 -0.7550
C -0.4139 0.5048 -0.9883
C -1.4430 0.1463 -2.1457
N -2.4955 1.1944 -2.2177
O 0.1218 -0.0494 1.4346
Si 0.0011 0.7948 3.0651
H 1.9347 -1.5843 2.1768
H 2.8492 -1.5445 0.6584
H 1.4980 -2.4984 0.6941
H 1.8406 0.4734 0.4859
H -0.1039 -1.5989 -0.7182
H 1.1941 -0.7585 -1.4931
H -0.9216 0.8461 -0.0778
H 0.2444 1.2825 -1.2851
H -0.8365 0.0442 -3.0203
H -1.9779 -0.8203 -1.8912
H -2.0153 2.1039 -2.1346
H -2.7861 1.1180 -3.2233
H 1.2872 0.5039 3.5701
H -0.2160 2.2252 2.6959
H -1.2797 0.1576 3.4090
```

***

Record 3
Here is a single C4H5NO2S molecule from the Open Molecules 2025 dataset. Energies are from wB97M-V/def2-TZVPD.

The HOMO-LUMO gap (alpha / beta) is 6.87 / 7.06 eV. The highest occupied orbital energy (alpha / beta) is -8.148 / -8.446 eV. For the energy above the lowest of the compared OMol25 structures with the same formula, charge and spin, the calculation gives 569.0 kJ/mol. As for the LUMO energy (alpha / beta): -1.28 / -1.38 eV.

```
13
C4H5NO2S wB97M-V/def2-TZVPD
C -1.0946 0.6741 -0.4615
C -0.0360 1.2772 0.1478
C -1.3440 -0.7217 -0.5965
C 1.2806 0.8701 0.4317
N -0.8361 -1.6422 0.1693
O -1.2494 -2.8165 0.2835
O 3.6710 -0.1544 0.0750
S 2.3671 -0.0308 -0.4902
H -1.9214 1.3375 -1.0259
H -0.2845 2.3198 0.4275
H -2.2564 -0.8978 -1.0405
H 1.6901 1.1791 1.3417
H 0.0135 -1.3944 0.7382
```

***

Record 4
Here is 2 unconnected molecules or ions with the total composition C6H11ClN from the Open Molecules 2025 dataset. Energies are from wB97M-V/def2-TZVPD.

The net charge is +1. The HOMO-LUMO gap is 10.47 eV. The highest occupied orbital energy is -14.913 eV. For the energy above the lowest of the compared OMol25 structures with the same formula, charge and spin, the calculation gives 265.6 kJ/mol. As for the LUMO energy: -4.44 eV.

```
19
C6H11ClN wB97M-V/def2-TZVPD
C -2.4799 1.6154 0.1677
C -0.5946 -0.8361 -1.5443
C -1.3655 1.7079 -0.5731
C 0.5825 -0.1154 1.4253
C 2.0826 -0.7570 -0.5000
C 0.9551 0.1999 -0.0043
N -0.2159 0.0561 -0.7512
Cl 1.5995 1.8936 -0.1566
H -3.1366 2.4961 -0.0824
H -2.9328 0.7792 0.6313
H 0.0081 -1.8104 -1.5567
H -1.6509 -0.9560 -1.9143
H -0.9641 2.4672 -1.2455
H -0.2862 0.2546 1.8065
H 0.4802 -1.2227 1.6249
H 1.3923 0.2459 2.0552
H 2.4593 -0.6612 -1.5330
H 3.0141 -0.5182 0.0490
H 1.9169 -1.8565 -0.2828
```

***

Record 5
Here is a gas-phase ion, C3H10N4O2 (charge +2) from the Open Molecules 2025 dataset. Energies are from wB97M-V/def2-TZVPD.

The net charge is +2. As for the structure (SMILES): [NH2+]=C([NH3+])NC(=O)[C@H]([NH3+])[O-]. The HOMO-LUMO gap is 9.25 eV. The highest occupied orbital energy is -17.895 eV. For the energy above the lowest of the compared OMol25 structures with the same formula, charge and spin, the calculation gives 220.5 kJ/mol. As for the LUMO energy: -8.65 eV.

```
19
C3H10N4O2 wB97M-V/def2-TZVPD
N -0.6395 -2.0463 -1.0602
C -0.1278 -0.8480 -1.0515
N 1.3070 -0.6144 -1.2396
N -0.8867 0.3444 -1.2474
C -1.0939 1.2691 -0.2709
O -1.3687 2.4033 -0.4248
C -0.6869 0.6042 1.1203
N -0.2075 1.8708 1.8882
O 0.1461 -0.3689 0.9411
H -1.6371 -2.0849 -1.1368
H -0.1107 -2.9482 -1.2552
H 1.8638 -1.3203 -1.7765
H 1.7164 -0.5529 -0.2714
H 1.5896 0.2444 -1.7480
H -1.3312 0.4139 -2.1681
H -1.6129 0.4153 1.5129
H -0.5027 1.8631 2.8824
H -0.4324 2.7050 1.1888
H 0.8368 1.8672 1.8915
```

***

Record 6
Here is 4 unconnected molecules or ions with the total composition C34H68ClN4O12P2S from the Open Molecules 2025 dataset. Energies are from wB97M-V/def2-TZVPD.

The net charge is +1. The HOMO-LUMO gap is 8.83 eV. The highest occupied orbital energy is -11.147 eV. As for the LUMO energy: -2.32 eV.

```
122
C34H68ClN4O12P2S wB97M-V/def2-TZVPD
C -2.6857 2.1337 0.6113
C -3.8496 1.7538 1.5971
C -3.6957 0.3414 2.2914
C -2.7620 -0.6693 1.5320
C -1.3210 -0.7385 2.2221
C -1.2551 -2.0620 3.0574
C -0.0040 -2.1252 4.0666
P -0.8391 -2.1442 5.7307
O 0.1024 -2.2032 6.9236
C 1.1440 -1.0329 3.8498
C 2.1991 -1.6765 2.8205
C 2.4863 -0.5527 1.7605
C 3.2396 0.6876 2.4169
P 5.0892 0.4395 2.5004
O 5.8154 1.7678 2.4003
O 5.6937 -0.5625 1.3076
C 5.7754 0.1048 0.0251
C 5.3222 -0.7925 -1.1742
O 5.3871 -0.2286 4.0091
C 6.5905 -1.0384 4.0021
C 6.2245 -2.5505 3.7091
N 1.5120 -2.9359 2.3824
C 2.3252 -4.0475 1.7831
C 2.2897 -4.1059 0.2196
N 0.9181 -4.1808 -0.3332
N 3.0620 -3.0485 -0.4394
N 2.9365 -5.4146 -0.1625
C 0.8448 -3.3990 3.6507
C 1.8822 -3.9499 4.6987
C 1.8400 -5.5426 4.8510
C 3.1473 -6.2306 4.2514
C 3.9887 -6.9993 5.3248
S 3.2440 -8.6009 5.8290
O 4.3358 -9.6115 5.8763
O 2.2376 -9.0102 4.8175
Cl 2.3943 -8.3085 7.6842
H -1.6733 1.8132 0.9440
H -2.7532 3.2208 0.3814
H -2.8962 1.6179 -0.3593
H -4.8666 1.8207 1.1547
H -3.8259 2.5161 2.4241
H -4.7193 -0.1224 2.3042
H -3.4163 0.4428 3.3742
H -3.2174 -1.6881 1.6771
H -2.7047 -0.5154 0.4338
H -0.5028 -0.6340 1.4654
H -1.2670 0.1793 2.8652
H -2.2171 -2.1139 3.6386
H -1.2539 -2.9298 2.3558
H -1.8626 -3.1509 5.7319
H -1.5477 -0.8938 5.8077
H 1.7143 -1.1332 4.8148
H 0.8312 0.0114 3.6479
H 3.1557 -1.8598 3.3567
H 1.5887 -0.2415 1.1696
H 3.2051 -0.9621 0.9988
H 3.0418 1.5457 1.7266
H 2.8662 0.9264 3.4369
H 6.8273 0.4211 -0.1723
H 5.0821 0.9846 0.0643
H 5.6658 -1.8458 -1.0112
H 4.2122 -0.7950 -1.3243
H 5.7498 -0.4372 -2.1463
H 7.0610 -0.9831 5.0149
H 7.3491 -0.6537 3.2825
H 5.9971 -3.1038 4.6508
H 5.3497 -2.5976 3.0078
H 7.0673 -3.0669 3.1905
H 0.9009 -2.5965 1.6285
H 1.8638 -5.0021 2.1379
H 3.3832 -3.9525 2.1204
H 0.9988 -4.6084 -1.2608
H 0.6625 -3.2094 -0.5441
H 4.0405 -3.3296 -0.3791
H 2.7969 -2.9411 -1.4145
H 3.5654 -5.6213 0.6193
H 2.1907 -6.1104 -0.2014
H 0.1223 -4.2414 3.4976
H 2.9488 -3.7119 4.4406
H 1.7314 -3.5454 5.7292
H 0.9328 -5.9790 4.3562
H 1.7866 -5.7921 5.9343
H 3.8310 -5.5108 3.7469
H 2.8051 -6.9655 3.4818
H 4.9692 -7.2596 4.8477
H 4.2452 -6.3869 6.2212
O -1.9459 3.1951 -2.1291
C -2.1146 4.3834 -2.1839
O -2.7909 5.0868 -1.2383
C -2.9073 6.4594 -1.6496
C -1.7873 6.6676 -2.6478
C -1.6655 5.2963 -3.2933
H -3.8906 6.6063 -2.0935
H -2.8117 7.1110 -0.7804
H -1.9861 7.4720 -3.3556
H -0.8605 6.9060 -2.1183
H -2.3320 5.1819 -4.1326
H -0.6387 5.0787 -3.5868
O -4.1427 5.8176 -4.2332
C -5.0119 5.2685 -4.8611
O -5.0883 3.9261 -5.0112
C -6.1724 3.6042 -5.9026
C -7.0919 4.8016 -5.8538
C -6.1273 5.9452 -5.6200
H -5.7640 3.4347 -6.9014
H -6.6697 2.6958 -5.5650
H -7.6971 4.9151 -6.7527
H -7.7695 4.7140 -5.0004
H -5.7314 6.3413 -6.5559
H -6.5808 6.7387 -5.0291
O -4.6061 3.2428 -9.8557
C -4.7808 4.4236 -9.9287
O -5.4649 5.1385 -8.9948
C -5.5879 6.5009 -9.4330
C -4.4672 6.7018 -10.4325
C -4.3367 5.3227 -11.0540
H -6.5754 6.6352 -9.8826
H -5.4952 7.1695 -8.5773
H -4.6709 7.4934 -11.1530
H -3.5430 6.9553 -9.9070
H -5.0126 5.1905 -11.9011
H -3.3119 5.1048 -11.3456
```

***

Record 7
Here is a molecular structure, C19H31ClO8PSSiV from the Open Molecules 2025 dataset. Energies are from wB97M-V/def2-TZVPD.

The HOMO-LUMO gap (alpha / beta) is 8.62 / 9.45 eV. The highest occupied orbital energy (alpha / beta) is -8.931 / -9.283 eV. As for the spin multiplicity: 3. For the energy above the lowest of the compared OMol25 structures with the same formula, charge and spin, the calculation gives 40.4 kJ/mol. As for the LUMO energy (alpha / beta): -0.31 / 0.16 eV.

```
63
C19H31ClO8PSSiV wB97M-V/def2-TZVPD
V -1.4271 0.8807 -0.0325
Cl 0.2162 -0.6371 -7.3574
C -0.4748 -0.8302 -5.7756
C -0.4711 -2.0843 -5.1836
C -1.0090 -2.2297 -3.9169
C -1.5329 -1.1314 -3.2433
C -1.5338 0.1175 -3.8554
C -1.0086 0.2732 -5.1290
C -2.0914 -1.3399 -1.8676
O -2.3476 -2.4293 -1.4287
O -2.3031 -0.2074 -1.1911
H -0.0524 -2.9278 -5.7150
H -1.0339 -3.1944 -3.4275
H -1.9570 0.9756 -3.3485
H -1.0111 1.2392 -5.6143
C -0.5656 -1.9353 5.0848
Si -1.4739 -0.3189 4.8763
C -0.6020 1.0419 5.8147
C -3.2433 -0.4727 5.4385
C -1.4518 0.1277 3.0929
C -1.4420 0.4114 1.9056
H -0.5394 -2.2359 6.1345
H 0.4631 -1.8512 4.7292
H -1.0509 -2.7290 4.5148
H -0.6031 0.8367 6.8874
H -1.0972 2.0008 5.6528
H 0.4364 1.1414 5.4925
H -3.2935 -0.7421 6.4958
H -3.7677 -1.2392 4.8659
H -3.7749 0.4703 5.3013
C -1.6798 4.8645 -0.1258
S -1.7610 3.3526 -1.0109
O -2.8217 2.5138 -0.4218
O -0.4954 2.5799 -0.6573
O -1.8646 3.6351 -2.4086
H -1.6137 4.6440 0.9363
H -2.5816 5.4251 -0.3588
H -0.7977 5.3957 -0.4757
C 2.1748 0.1040 -3.4400
C 1.6725 0.9862 -2.3212
O 1.9521 0.3846 -1.0350
P 0.7993 -0.2887 -0.1463
O 1.6036 -0.4864 1.2154
C 1.9559 0.6749 1.9956
C 3.4509 0.8912 1.9446
O 0.6005 -1.7827 -0.6298
C 1.4932 -2.8938 -0.3845
C 2.5555 -2.9951 -1.4558
H 2.0277 0.6090 -4.3959
H 1.6252 -0.8372 -3.4674
H 3.2376 -0.1077 -3.3202
H 0.6022 1.1676 -2.4209
H 2.1747 1.9524 -2.3127
H 1.6022 0.4786 3.0067
H 1.4148 1.5504 1.6248
H 3.9756 0.0090 2.3111
H 3.7230 1.7402 2.5736
H 3.7757 1.0901 0.9242
H 0.8439 -3.7675 -0.3850
H 1.9278 -2.7836 0.6077
H 2.0992 -3.0730 -2.4429
H 3.1588 -3.8878 -1.2834
H 3.2125 -2.1260 -1.4408
```

***

Record 8
Here is a molecular structure, C13H18F9IrN2O3PS2 from the Open Molecules 2025 dataset. Energies are from wB97M-V/def2-TZVPD.

The net charge is +1. The HOMO-LUMO gap is 7.97 eV. The highest occupied orbital energy is -11.865 eV. For the energy above the lowest of the compared OMol25 structures with the same formula, charge and spin, the calculation gives 0.0 kJ/mol. As for the LUMO energy: -3.90 eV.

```
49
C13H18F9IrN2O3PS2 wB97M-V/def2-TZVPD
Ir -0.0714 0.8121 -0.3549
C -3.8135 -2.2043 3.1232
C -3.0210 -1.6029 1.9948
O -1.7306 -2.3035 1.9255
P -0.4876 -1.6770 1.2170
S 0.0597 0.1513 1.8224
S -0.7406 -1.3360 -0.7522
O 0.6475 -2.7100 1.5265
C 0.4362 -4.1558 1.4128
C 1.7837 -4.8209 1.4960
H -4.7722 -1.6909 3.1991
H -3.2863 -2.0947 4.0704
H -4.0009 -3.2628 2.9467
H -2.8195 -0.5427 2.1480
H -3.5047 -1.7358 1.0285
H -0.0590 -4.3567 0.4607
H -0.2219 -4.4534 2.2263
H 2.4206 -4.5214 0.6641
H 1.6558 -5.9029 1.4641
H 2.2805 -4.5607 2.4301
F -1.7125 3.6178 -2.8011
C -1.8932 2.4287 -2.2678
F -0.6511 1.7710 -2.4068
F -2.7407 1.7321 -2.9900
C -2.2859 2.4055 -0.7494
O -2.0579 1.1522 -0.2457
C -1.4393 3.4532 0.0367
F -1.5451 4.6947 -0.3786
F -1.6298 3.3822 1.3301
F -0.0676 3.1082 -0.1482
C -3.8061 2.7488 -0.6250
F -4.0920 3.2177 0.5874
F -4.1397 3.6843 -1.5201
F -4.5324 1.6674 -0.8422
C 4.4483 2.9561 -2.4681
C 3.7120 1.8405 -1.8098
C 4.0874 0.5557 -1.4902
C 2.9728 -0.0491 -0.8910
N 1.9645 0.8239 -0.8520
N 2.4358 1.9684 -1.4100
C 2.8660 -1.4327 -0.3604
H 5.4958 2.6892 -2.5777
H 4.3855 3.8730 -1.8815
H 4.0423 3.1582 -3.4601
H 5.0497 0.1059 -1.6644
H 1.8486 2.7827 -1.4868
H 3.8375 -1.9195 -0.4157
H 2.1515 -2.0185 -0.9381
H 2.5408 -1.4286 0.6771
```